(1)
# C2H13N2O2

A cluster of 3 separate species, C2H13N2O2 in total at a distorted geometry (ωB97M-V/def2-TZVPD, the OMol25 dataset).

Results
relative energy (zero: lowest compared OMol25 entry of this formula, charge and spin): 2.553 eV
total charge: +1
gap between HOMO and LUMO: 10.43 eV
strongest force on any atom: 4.56 eV Å⁻¹
energy: -9352.081 eV

XYZ file:
```
19
Properties=species:S:1:pos:R:3:forces:R:3:lowdin_charge:R:1
O -1.428581 0.804378 -2.047301 0.2 4.5 0.3 -0.131
O -2.547640 -2.115446 -1.932679 0.1 0.0 0.1 -0.072
N 2.484948 0.647876 0.550282 -1.5 -0.2 -1.0 0.019
N -0.153917 -0.445481 0.233717 2.0 2.7 3.0 0.227
C 0.415425 0.009946 1.725496 -4.0 -0.8 -0.9 -0.082
C 1.451310 1.039003 1.486830 1.5 1.9 3.7 -0.297
H 0.696838 -0.321717 -0.246207 1.1 0.0 -1.6 0.086
H 3.455751 0.742507 0.602931 1.5 1.7 1.3 0.071
H 2.518917 -0.269896 0.150081 -1.2 -0.8 0.2 0.070
H -0.789796 0.228757 -0.147714 -0.9 0.1 -0.7 0.099
H -0.796347 1.414375 -2.582151 -1.3 -1.8 1.0 0.104
H -0.540635 0.472349 2.165120 1.7 -0.7 -0.2 0.150
H -0.409122 -1.373088 0.162312 -1.3 -2.4 -0.2 0.118
H -2.697125 -1.899893 -2.861164 0.0 0.0 0.1 0.042
H -1.958961 1.593380 -1.613019 1.0 -2.5 -1.2 0.114
H -2.992227 -2.957023 -1.792997 -0.1 0.0 -0.1 0.040
H 1.843379 1.397324 2.609558 -0.5 -1.5 -2.6 0.190
H 0.880830 2.006838 1.351719 0.8 -0.8 -1.2 0.124
H 0.566955 -0.974190 2.185187 0.7 0.6 0.1 0.127
```
Forces are in eV/Å.



(2)
# C2H13N2OPd

A structure of composition C2H13N2OPd at a distorted geometry (ωB97M-V/def2-TZVPD, the OMol25 dataset).

Results
total charge: -1
<S²>: 2.006
gap between HOMO and LUMO (spin up / spin down): 4.57 / 5.94 eV
strongest force on any atom: 3.56 eV Å⁻¹
energy: -10787.433 eV
2S+1: 3

XYZ file:
```
19
Properties=species:S:1:pos:R:3:forces:R:3:lowdin_charge:R:1
Pd -0.079369 0.667864 -0.647473 1.5 1.5 1.8 0.434
O -0.718248 0.530082 1.536739 0.1 -0.2 0.6 -0.532
N 1.707560 -0.109793 0.491036 2.2 0.1 0.7 -0.057
N 0.887577 -0.630608 -2.298908 -0.5 -1.5 -1.3 -0.043
C -1.790746 0.031010 -1.308537 -2.8 1.3 -1.8 -0.414
C -0.635013 0.112791 2.853364 -1.0 0.8 -1.5 -0.407
H -0.307601 2.382106 -0.418223 0.3 -0.6 -0.5 -0.074
H -0.124306 0.900030 3.492828 -0.2 -0.8 0.0 0.039
H -1.949376 0.516295 -2.355605 -0.2 -0.9 1.5 -0.037
H -2.020657 -1.038815 -1.317621 -0.1 0.1 0.1 -0.069
H 0.258384 -0.808347 -3.102799 0.3 0.3 0.8 0.037
H 1.688417 -0.169780 -2.672176 0.9 0.3 -0.3 -0.003
H 2.034003 0.672847 1.077368 -0.5 -0.6 -0.3 0.039
H -0.128086 -0.900761 2.988469 -0.3 0.6 0.3 0.032
H 1.166839 -1.568167 -1.972960 -0.1 0.6 0.0 0.034
H -2.279847 0.635151 -0.498722 -0.5 -0.9 -0.9 -0.051
H -1.734593 0.047158 3.145032 1.1 -0.4 0.8 0.047
H 1.526295 -0.898576 1.105157 -0.3 0.2 0.0 0.021
H 2.498774 -0.370490 -0.096968 0.1 0.0 0.2 0.005
```
Forces are in eV/Å.



(3)
# C2H13N2OPd

A structure of composition C2H13N2OPd at a distorted geometry (ωB97M-V/def2-TZVPD, the OMol25 dataset).

Results
total charge: +1
<S²>: 6.015
gap between HOMO and LUMO (spin up / spin down): 7.52 / 7.34 eV
strongest force on any atom: 4.45 eV Å⁻¹
energy: -10778.477 eV
2S+1: 5

XYZ file:
```
19
Properties=species:S:1:pos:R:3:forces:R:3:lowdin_charge:R:1
Pd -0.027552 -0.013361 0.096148 -0.6 -1.1 0.4 0.815
O -1.834949 -0.328194 0.740667 -1.5 1.1 1.3 -0.268
N 1.912024 0.031332 -0.992219 1.1 0.3 -0.9 -0.025
N 0.742210 -1.151431 1.714456 1.4 -1.0 0.9 -0.027
C -3.136947 -0.213728 1.258648 0.1 -0.1 -0.5 -0.086
C -0.814649 0.930885 -1.584750 -0.7 1.3 -4.2 -0.223
H -3.734164 0.582271 0.745967 0.6 -0.7 0.3 0.111
H 0.282842 -0.788326 2.550782 0.2 -0.1 -0.2 0.067
H -3.072369 -0.015162 2.355004 -0.1 -0.4 -0.7 0.118
H 0.506057 -2.145516 1.643340 0.2 0.3 0.1 0.074
H 1.810197 0.521517 -1.892967 -0.1 -0.3 0.5 0.060
H -1.765622 1.440301 -1.334419 0.6 -0.3 0.5 0.015
H 2.305405 -0.888015 -1.226181 -0.1 0.4 0.2 0.072
H -0.115204 1.674968 -2.024843 -0.4 -0.5 0.4 0.007
H -1.028905 0.150905 -2.350923 0.2 0.3 0.5 0.016
H 0.189488 1.534496 0.659003 0.1 0.8 0.8 0.018
H -3.536769 -1.222388 1.035783 -0.5 0.4 0.5 0.119
H 2.614856 0.569048 -0.477716 -0.1 -0.3 -0.1 0.064
H 1.757694 -1.074587 1.852209 -0.6 -0.2 0.1 0.074
```
Forces are in eV/Å.



(4)
# C2H13NO4

A cluster of 5 separate species, C2H13NO4 in total at a distorted geometry (ωB97M-V/def2-TZVPD, the OMol25 dataset).

Results
relative energy (zero: lowest compared OMol25 entry of this formula, charge and spin): 2.289 eV
SMILES: C=NC.O.O.O.O
gap between HOMO and LUMO: 9.68 eV
strongest force on any atom: 2.18 eV Å⁻¹
energy: -11963.177 eV

XYZ file:
```
20
Properties=species:S:1:pos:R:3:forces:R:3:lowdin_charge:R:1
O 3.298228 0.885617 0.393456 0.2 0.9 -0.1 -0.066
O -3.006588 -2.434491 -0.829220 -0.2 0.1 1.1 -0.077
O -1.845384 -4.611013 2.181332 1.2 0.1 0.6 -0.072
O 2.560374 4.079297 -1.537687 -0.5 -0.3 0.2 -0.059
N -0.968315 0.079403 0.267590 1.6 -0.2 -1.0 -0.080
C -1.064183 0.482489 -1.164927 -2.0 -0.8 -0.2 -0.156
C -0.027446 0.612609 0.929254 -1.4 1.2 -0.6 -0.088
H 3.557348 1.585464 1.009903 0.0 -0.4 0.3 0.037
H 3.202555 1.434599 -0.397970 -0.2 -0.4 -0.2 0.021
H -2.682808 -2.810429 0.005668 0.4 -0.5 -0.5 0.024
H 0.337278 1.601564 0.634426 0.8 -0.3 -0.2 0.070
H -3.506674 -1.721284 -0.408969 -0.1 0.3 -0.6 0.029
H 2.812309 3.861787 -2.442499 0.4 0.2 0.3 0.040
H 3.317313 4.372705 -1.023994 0.2 0.0 -0.5 0.032
H -1.836323 -5.040593 3.048335 -0.5 -0.1 -0.2 0.034
H 0.266760 0.237684 1.882496 0.0 -0.3 0.8 0.052
H -0.917263 -4.297085 2.177425 -0.7 0.0 -0.5 0.048
H -2.148930 0.340205 -1.415880 1.1 -0.7 -0.3 0.064
H -0.377972 -0.160620 -1.782468 -1.0 0.4 0.7 0.093
H -0.970279 1.502093 -1.526273 0.9 0.7 0.9 0.055
```
Forces are in eV/Å.



(5)
# C2H13O4S

A cluster of 5 separate species, C2H13O4S in total at a distorted geometry (ωB97M-V/def2-TZVPD, the OMol25 dataset).

Results
relative energy (zero: lowest compared OMol25 entry of this formula, charge and spin): 1.048 eV
total charge: -1
gap between HOMO and LUMO: 6.60 eV
strongest force on any atom: 1.45 eV Å⁻¹
energy: -21311.502 eV

XYZ file:
```
20
Properties=species:S:1:pos:R:3:forces:R:3:lowdin_charge:R:1
S -0.669842 0.105440 0.884173 0.1 -0.7 -0.2 0.143
O 3.336682 -1.198896 1.416456 -0.4 0.1 0.1 -0.087
O 0.011239 -3.014675 3.600489 0.5 -0.2 0.2 -0.091
O -1.002601 4.397119 -1.020152 -0.7 0.0 0.1 -0.077
O -1.529594 -2.643314 -1.322361 -0.2 -0.1 -0.4 -0.111
C 0.300582 0.589650 -0.590580 -0.2 1.2 0.7 -0.826
C -0.541248 1.073498 -1.762049 0.2 -0.2 -0.1 -0.237
H 0.090524 1.661115 -2.437223 -0.1 -0.1 -0.2 0.058
H -0.988476 0.239413 -2.299496 -0.1 -0.1 -0.2 0.046
H -1.809453 4.363177 -1.552849 0.3 0.1 -0.1 0.032
H 2.543187 -1.740470 1.319097 0.1 -0.1 -0.1 0.018
H 0.025232 -2.675452 2.695644 -0.1 0.3 0.1 -0.005
H 1.054185 -0.123391 -0.905187 0.0 -0.4 -0.1 0.031
H 2.926837 -0.327002 1.508699 0.1 0.0 0.0 0.029
H -1.271801 3.868872 -0.255736 0.4 -0.1 0.1 0.035
H -1.346858 1.719394 -1.422278 0.0 0.0 0.1 0.025
H 0.914890 -2.890738 3.934463 -0.5 0.1 -0.3 0.031
H -1.263795 -3.140609 -0.546185 0.0 0.2 0.2 0.010
H -1.633378 -1.735895 -0.996508 0.2 0.0 0.4 -0.037
H 0.853689 1.472767 -0.248418 0.2 -0.1 -0.2 0.014
```
Forces are in eV/Å.



(6)
# C2H13O4S

A cluster of 5 separate species, C2H13O4S in total at a distorted geometry (ωB97M-V/def2-TZVPD, the OMol25 dataset).

Results
relative energy (zero: lowest compared OMol25 entry of this formula, charge and spin): 0.000 eV
total charge: -1
gap between HOMO and LUMO: 7.62 eV
strongest force on any atom: 1.82 eV Å⁻¹
energy: -21312.550 eV

XYZ file:
```
20
Properties=species:S:1:pos:R:3:forces:R:3:lowdin_charge:R:1
S -0.866179 0.076639 1.120327 0.2 -0.4 -0.1 0.408
O 2.078138 1.084028 1.911083 0.1 -0.1 -0.5 -0.136
O 2.888085 0.099844 -0.999566 -0.1 -0.2 -0.1 -0.091
O 0.236814 1.249238 -1.542410 0.0 -1.8 -0.2 -0.135
O -2.857144 0.641222 -1.492118 -0.1 -0.1 -0.1 -0.133
C -0.887359 -2.221755 -0.453182 0.5 -0.5 0.2 -0.215
C -0.210789 -1.620427 0.754924 -0.4 0.9 0.5 -0.682
H 2.311093 1.817074 1.333383 0.1 0.1 0.1 0.018
H -2.013165 0.972158 -1.824043 0.1 0.0 0.0 -0.013
H 0.863940 -1.527489 0.626094 0.2 -0.2 -0.2 0.032
H 2.752741 0.119264 -0.043939 0.0 0.0 0.1 -0.009
H -0.385753 -2.233712 1.637256 0.0 -0.1 0.0 0.036
H 0.185910 2.135413 -1.256075 0.0 1.8 0.3 0.010
H 1.232635 0.773250 1.504345 -0.3 0.0 0.6 -0.101
H -0.770231 -1.565972 -1.312020 -0.1 -0.1 -0.2 0.051
H -0.019697 0.777904 -0.688738 -0.3 0.1 -0.2 -0.091
H -0.420634 -3.194233 -0.655495 -0.1 0.0 -0.3 0.059
H 1.989081 0.174858 -1.361721 0.2 0.3 0.1 -0.003
H -2.581510 0.227318 -0.653065 0.1 0.2 0.0 -0.067
H -1.942286 -2.390191 -0.248934 -0.1 0.1 -0.1 0.060
```
Forces are in eV/Å.



(7)
# C2H14N2O3

A cluster of 4 separate species, C2H14N2O3 in total at a distorted geometry (ωB97M-V/def2-TZVPD, the OMol25 dataset).

Results
relative energy (zero: lowest compared OMol25 entry of this formula, charge and spin): 1.439 eV
SMILES: CNCN.O.O.O
gap between HOMO and LUMO: 8.12 eV
strongest force on any atom: 2.21 eV Å⁻¹
energy: -11422.988 eV

XYZ file:
```
21
Properties=species:S:1:pos:R:3:forces:R:3:lowdin_charge:R:1
O 0.509869 -2.709609 1.164581 -0.2 -0.1 0.1 -0.048
O 2.245605 -0.163897 -0.349043 0.3 -1.2 -1.7 -0.031
O 0.615794 -1.706090 -2.633536 0.0 0.2 -0.6 -0.047
N -1.157290 1.738810 -1.522039 0.0 0.9 1.0 0.003
N -0.929502 0.624404 0.634536 -0.3 0.3 1.1 -0.129
C -0.428070 0.899736 1.968983 0.3 -0.7 -0.6 -0.140
C -1.573883 1.682124 -0.107242 0.3 -0.7 -1.7 -0.321
H -1.437829 0.923661 -2.027484 0.1 -0.5 -0.2 0.045
H 3.095719 -0.602737 -0.483025 -0.1 -0.1 -0.2 0.055
H 1.426237 -1.368309 -2.238597 -0.3 -0.1 0.3 0.010
H -0.153193 1.855553 -1.539634 0.1 -0.2 -0.4 0.056
H 2.410534 0.282172 0.447696 -0.1 1.2 1.9 0.007
H -1.335204 2.659439 0.309364 -0.2 0.0 0.3 0.107
H 0.198618 -2.327112 -2.039391 0.1 -0.1 0.3 0.016
H -0.402437 -0.039373 2.522700 -0.4 0.1 0.3 0.067
H -0.217673 -3.335990 1.250899 0.0 0.1 0.2 0.044
H -1.076105 1.636313 2.433795 0.0 -0.1 0.3 0.073
H 0.618611 1.238322 2.013484 0.0 0.5 -0.2 0.059
H -0.444003 -0.095035 0.139426 0.2 0.1 -0.4 0.068
H -2.653501 1.512293 -0.170086 -0.1 0.3 0.4 0.102
H 0.687704 -2.704671 0.224603 0.2 0.2 -0.2 0.002
```
Forces are in eV/Å.



(8)
# C2H14N2O3

A cluster of 4 separate species, C2H14N2O3 in total at a distorted geometry (ωB97M-V/def2-TZVPD, the OMol25 dataset).

Results
relative energy (zero: lowest compared OMol25 entry of this formula, charge and spin): 0.921 eV
SMILES: NCCN.O.O.O
gap between HOMO and LUMO: 9.92 eV
strongest force on any atom: 1.44 eV Å⁻¹
energy: -11423.506 eV

XYZ file:
```
21
Properties=species:S:1:pos:R:3:forces:R:3:lowdin_charge:R:1
O 1.125268 -0.636579 -3.550196 0.1 0.0 0.6 -0.040
O -2.744680 -0.597909 1.554168 -0.7 -0.2 -0.1 -0.069
O -2.019024 0.680928 -1.841835 0.0 -0.2 -0.2 -0.071
N 0.131857 -1.150436 2.215887 -0.5 -0.7 0.3 -0.015
N 1.150131 1.324500 -0.356611 -0.2 1.4 -0.4 -0.015
C 1.114439 0.048252 0.316684 0.1 0.0 0.7 -0.294
C 0.448020 0.159459 1.694669 1.1 0.3 -0.3 -0.301
H -1.070399 0.842407 -1.749384 -0.2 0.1 0.3 0.003
H 1.510853 1.277091 -1.290870 -0.1 -0.5 -0.5 0.044
H -3.443049 -1.213831 1.288242 0.0 0.3 0.2 0.046
H -1.998806 -0.936249 1.060968 0.7 -0.1 -0.1 0.002
H 1.180247 0.680998 2.328151 -0.3 0.3 0.1 0.107
H -2.468095 1.054475 -1.076326 0.3 0.0 0.1 0.028
H 0.928079 -1.674717 2.551996 0.4 0.1 -0.4 0.070
H -0.443094 0.770307 1.595348 -0.2 0.0 0.1 0.101
H 0.508515 -0.623000 -0.289752 0.3 -0.2 -0.1 0.106
H -0.446119 -1.106864 3.042176 -0.4 0.3 -0.1 0.067
H 0.887242 -0.682885 -4.465862 -0.5 -0.3 -0.8 0.026
H 2.129840 -0.329862 0.492588 -0.1 -0.5 -0.3 0.107
H 1.733010 2.062226 0.038057 -0.3 -0.5 0.6 0.076
H 1.785766 0.051689 -3.558097 0.4 0.3 0.2 0.022
```
Forces are in eV/Å.



(9)
# C2H14N9O2P2

The ion C2H14N9O2P2 with charge +1 at a distorted geometry (ωB97M-V/def2-TZVPD, the OMol25 dataset).

Results
relative energy (zero: lowest compared OMol25 entry of this formula, charge and spin): 0.000 eV
total charge: +1
SMILES: N/C(=N\C=[NH2+])N(NP(N)(N)=O)P(N)(N)=O
gap between HOMO and LUMO: 10.08 eV
strongest force on any atom: 4.26 eV Å⁻¹
energy: -38382.977 eV

XYZ file:
```
29
Properties=species:S:1:pos:R:3:forces:R:3:lowdin_charge:R:1
P 2.283272 -0.148613 -0.671144 -3.0 1.3 -1.4 0.481
P -1.015601 -0.045540 -1.736229 -0.9 1.1 -0.7 0.431
O 3.344897 -0.289683 0.291261 1.3 -0.1 0.8 -0.241
O -0.162976 0.239269 -2.920365 0.3 0.1 0.6 -0.337
N 1.952948 1.393931 -1.173482 -0.2 -0.4 -0.4 -0.015
N 1.420809 0.480980 2.196472 -1.1 0.5 -0.2 0.233
N 2.058080 -1.259408 -1.861670 1.6 -0.5 -0.9 -0.042
N -1.331004 1.365420 -0.893635 -0.6 -0.5 -0.3 -0.039
N -2.432484 -0.839007 -2.220728 1.3 0.3 2.1 -0.042
N -0.312041 -1.111161 -0.602995 -1.9 2.7 1.5 -0.062
N -2.253707 -0.176217 3.539783 -1.5 -0.2 -1.0 0.145
N -0.778607 -0.055775 1.822327 0.4 0.0 0.2 0.116
N 0.721135 -0.497394 0.160195 2.1 -0.5 -1.8 -0.113
C 0.525259 0.001210 1.356534 -3.6 -1.5 1.6 -0.425
C -1.017454 -0.305042 3.071158 -0.4 0.0 0.0 -0.229
H -2.879483 -0.238481 -2.871548 -0.6 0.4 -0.9 0.046
H -2.563221 -0.559100 4.402143 0.5 -0.3 0.9 0.108
H -2.087618 -1.651322 -2.686227 -0.3 -0.9 -0.7 0.043
H 2.918754 -1.744932 -2.134092 -0.2 0.0 0.6 0.095
H -3.012135 -0.229283 2.864682 0.3 0.5 -0.1 0.127
H 0.943811 0.999793 2.950462 1.4 -0.1 -0.7 0.148
H 1.246306 1.746323 -1.796724 -0.8 -1.4 -0.5 0.043
H 2.438671 2.233389 -1.036840 1.9 0.6 1.1 0.057
H -2.085349 1.359364 -0.213200 0.3 -0.3 0.1 0.060
H -0.020959 -1.817019 -1.211285 1.7 -2.0 -0.2 0.058
H -1.511604 2.126376 -1.538836 0.3 0.0 -0.1 0.069
H 2.313522 0.624762 1.786189 1.4 0.4 0.5 0.078
H 1.656307 -0.963146 -2.748479 -0.5 0.5 0.3 0.057
H -0.359526 -0.639695 3.876273 0.7 0.1 -0.5 0.153
```
Forces are in eV/Å.



(10)
# C2H14NO3S2

A cluster of 4 separate species, C2H14NO3S2 in total at a distorted geometry (ωB97M-V/def2-TZVPD, the OMol25 dataset).

Results
relative energy (zero: lowest compared OMol25 entry of this formula, charge and spin): 0.263 eV
total charge: +1
gap between HOMO and LUMO: 9.24 eV
strongest force on any atom: 1.69 eV Å⁻¹
energy: -31598.378 eV

XYZ file:
```
22
Properties=species:S:1:pos:R:3:forces:R:3:lowdin_charge:R:1
S -3.030453 -2.873990 1.581085 -0.5 0.2 -0.1 0.347
S -1.153914 -2.944880 0.843259 0.6 -0.3 0.0 0.435
O -0.144768 2.648905 0.051141 -0.4 0.0 -0.2 -0.037
O 1.842582 0.746875 2.118882 -0.7 -0.5 0.5 -0.045
O -0.209326 1.177523 -2.856614 0.1 -0.1 0.1 -0.043
N 1.083598 0.117832 -0.523230 -0.1 -0.4 0.2 0.175
C -0.834855 -1.417604 -0.099766 0.3 0.2 -0.1 -0.526
C 0.691095 -1.261046 -0.175208 -0.9 -1.4 0.2 -0.254
H -1.217141 -1.494149 -1.115011 -0.3 0.1 0.1 0.081
H -0.436534 1.166850 -3.794987 0.1 0.0 0.1 0.073
H 0.572271 0.826145 0.020130 0.1 0.1 -0.2 0.091
H -0.213922 2.101087 -2.581677 -0.1 0.0 -0.1 0.045
H -1.286209 -0.563845 0.408003 -0.1 0.0 0.0 0.075
H 0.028452 3.549444 -0.250540 0.2 0.0 0.2 0.073
H 1.102216 -1.990565 -0.873489 0.0 0.4 -0.5 0.137
H -1.100512 2.636230 0.190092 0.0 0.0 0.1 0.071
H 2.059167 0.225975 -0.289712 0.5 0.4 -0.1 0.156
H 1.117531 -1.603996 0.756803 0.3 0.7 0.5 0.096
H 0.890598 0.311628 -1.510375 0.0 0.2 -0.3 0.117
H 0.907468 0.518751 2.237902 0.0 0.2 -0.3 0.046
H -2.792948 -2.446157 2.836043 0.2 0.1 -0.1 -0.181
H 2.125605 0.568989 3.027267 0.6 0.2 -0.2 0.069
```
Forces are in eV/Å.